# 1
Here is a molecular structure, C3H2LiMgO3Rb from the Open Molecules 2025 dataset. Energies are from the ωB97M-V functional and the def2-TZVPD basis.

Structure (ORCA input):
```
! RIJCOSX wB97M-V def2-TZVPD def2/J DEFGRID3
* xyz 2 1
C -0.49473 1.01001 -0.38783
C 0.84656 0.55627 -1.00004
O -1.54948 0.43977 -0.67419
H -0.40697 1.85213 0.29952
H 0.98162 -0.29695 -1.66972
Li -2.56227 0.72541 -2.06377
Rb -3.43631 -1.47988 1.45161
O 1.89206 1.34741 -0.69674
C 3.09252 0.98248 -1.07706
O 3.73712 0.49805 -1.89724
Mg 4.98499 0.33209 -0.40723
*
```

Values from the calculation:
E_LUMO (spin up / spin down) ... -7.4 / -7.7 eV
E_tot ... -15573.214 eV

# 2
Here is a single C2H4I2N2O molecule from the Open Molecules 2025 dataset. Energies are from the ωB97M-V functional and the def2-TZVPD basis.

Structure (ORCA input):
```
! RIJCOSX wB97M-V def2-TZVPD def2/J DEFGRID3
* xyz 0 1
C 1.39814 0.73785 -0.05075
N 0.26883 0.13387 0.67103
N -0.78977 -0.01135 -0.10127
I -1.56996 1.55206 -1.14914
C -1.53046 -1.34179 -0.24777
O -2.46862 -1.50371 -0.93506
I -0.58797 -2.77015 0.90846
H 1.49654 1.81969 0.13856
H 2.34655 0.19006 0.22187
H 1.16037 0.54902 -1.05152
H 0.27636 0.64446 1.59558
*
```

Values from the calculation:
SMILES ... CNN(I)C(=O)I
E_LUMO ... -0.4 eV
E_tot ... -23365.591 eV
Energy relative to the best compared isomer or geometry (same formula, charge and spin) ... 0.7840 eV